Molecular formula: C5H6N2O
Method: DFT, the ωB97M-V functional and the def2-TZVPD basis

Results
* lowest unoccupied orbital energy: -0.0048 Eh
* ΔE to the lowest compared entry with this formula, charge and spin: 1046.1 kJ/mol
* electronic energy: -378.4725 a.u.

Each line ends with the natural charge from an NBO analysis.
Positions of all 14 atoms, in Å:
C 0.43 -0.10 -0.30  0.3688
C -1.95 -0.03 0.44  0.0979
C -3.19 -0.15 -0.08  -0.5051
C 1.45 -0.98 -0.20  -0.0720
C 2.24 -1.90 0.37  -0.1951
H 1.78 3.20 0.41  0.4215
H 2.67 1.79 -0.55  0.3500
H -1.66 0.61 1.44  0.2260
H -3.85 -0.96 -0.89  0.2794
H -3.66 0.82 0.57  0.2398
H 2.77 -3.03 0.25  0.2886
N 1.61 1.94 0.14  -0.7467
N 0.42 1.15 -0.25  -0.2417
O -0.76 -0.64 -0.22  -0.5114

---

Molecular formula: C5H6N2O
Method: DFT, the ωB97M-V functional and the def2-TZVPD basis

Results
* lowest unoccupied orbital energy: -0.0042 Eh
* ΔE to the lowest compared entry with this formula, charge and spin: 182.9 kJ/mol
* electronic energy: -378.8013 a.u.

Each line ends with the natural charge from an NBO analysis.
Positions of all 14 atoms, in Å:
C 1.00 0.65 -0.18  0.4999
C -0.31 1.03 -0.10  -0.3797
C -1.37 0.05 -0.02  0.2220
C -0.91 -1.36 0.10  -0.2936
C 0.34 -1.70 0.15  0.0023
H 2.89 0.94 0.23  0.4574
H -0.57 2.05 -0.14  0.2400
H -3.23 -0.35 0.34  0.3251
H -1.66 -2.16 0.35  0.2221
H 0.64 -2.76 0.19  0.2222
H 2.31 -0.99 -0.17  0.4001
N -2.60 0.42 0.17  -0.6793
N 1.34 -0.68 0.05  -0.6199
O 1.98 1.62 -0.25  -0.6184

---

Molecular formula: C5H6N2O2
Method: DFT, the ωB97M-V functional and the def2-TZVPD basis

Results
* lowest unoccupied orbital energy: -0.0220 Eh
* ΔE to the lowest compared entry with this formula, charge and spin: 1172.0 kJ/mol
* electronic energy: -453.6878 a.u.

Each line ends with the natural charge from an NBO analysis.
Positions of all 15 atoms, in Å:
C -0.41 -0.85 1.07  -0.5954
C 0.62 0.27 0.74  -0.0991
C -0.22 1.07 -0.31  -0.0374
C -0.91 -0.01 -1.23  -0.0490
C 1.76 0.04 -0.11  0.7710
H -1.08 -0.82 2.46  0.2376
H -1.60 -0.82 -0.05  0.2466
H -0.02 -1.96 0.70  0.2535
H -0.71 1.12 1.48  0.3755
H 0.50 1.67 -0.97  0.2129
H -1.82 0.32 -1.80  0.2524
N -0.02 1.41 0.94  -0.5345
N -0.23 -1.01 -1.62  -0.0906
O 1.26 -0.73 -1.25  -0.4596
O 2.89 0.30 -0.07  -0.4839

---

Molecular formula: C5H6N2O2
Method: DFT, the ωB97M-V functional and the def2-TZVPD basis

Results
* lowest unoccupied orbital energy: 0.0046 Eh
* ΔE to the lowest compared entry with this formula, charge and spin: 1166.0 kJ/mol
* electronic energy: -453.6901 a.u.

Each line ends with the natural charge from an NBO analysis.
Positions of all 15 atoms, in Å:
C 0.43 -1.66 0.12  -0.4305
C -0.88 -0.82 -0.07  0.0292
C -0.39 1.41 0.12  0.3738
C 1.01 0.00 0.42  0.1301
C -0.45 0.14 0.80  -0.4144
H 0.78 -1.98 -0.88  0.2175
H 0.94 -2.46 1.00  0.2750
H -1.79 -1.40 -0.24  0.2408
H -0.39 1.62 -1.69  0.3796
H 1.23 0.38 -0.58  0.1850
H -0.83 0.35 1.80  0.2795
N -1.10 1.33 -1.01  -0.3124
N 0.67 2.01 0.40  -0.1931
O -0.94 -0.14 -1.39  -0.3998
O 1.71 1.24 1.19  -0.3604

---

Molecular formula: C5H6N2O2
Method: DFT, the ωB97M-V functional and the def2-TZVPD basis

Results
* lowest unoccupied orbital energy: 0.0233 Eh
* SMILES: Cc1cc(C(=O)O)n[nH]1
* ΔE to the lowest compared entry with this formula, charge and spin: 18.6 kJ/mol
* electronic energy: -454.1271 a.u.

Each line ends with the natural charge from an NBO analysis.
Positions of all 15 atoms, in Å:
C 2.50 0.55 0.06  -0.6491
C 1.04 0.13 -0.05  0.1550
C -0.11 0.85 -0.05  -0.2996
C -1.16 -0.13 -0.13  -0.0209
C -2.59 0.26 -0.01  0.7607
H 3.00 0.28 -0.91  0.2324
H 2.60 1.62 0.31  0.2418
H 2.90 0.02 0.95  0.2286
H -0.17 1.92 -0.05  0.2465
H 1.27 -1.99 -0.19  0.4098
H -2.86 -1.53 0.27  0.4883
N -0.67 -1.38 -0.09  -0.2584
N 0.65 -1.17 -0.11  -0.3281
O -3.44 -0.79 0.09  -0.6602
O -2.97 1.38 -0.10  -0.5467

---

Molecular formula: C5H6N2O2
Method: DFT, the ωB97M-V functional and the def2-TZVPD basis

Results
* lowest unoccupied orbital energy: 0.0252 Eh
* ΔE to the lowest compared entry with this formula, charge and spin: 305.0 kJ/mol
* electronic energy: -454.0180 a.u.

Each line ends with the natural charge from an NBO analysis.
Positions of all 15 atoms, in Å:
C -0.88 -2.08 -0.08  -0.7301
C 0.28 -1.71 0.84  0.6799
C 0.12 0.67 0.07  0.6132
C -0.39 2.60 -0.57  -0.1309
C -0.48 1.75 -1.65  0.0279
H -0.60 -2.15 -1.29  0.2619
H -1.73 -1.47 0.12  0.2219
H -1.23 -3.32 0.31  0.2359
H 1.40 -0.49 1.31  0.4158
H -0.82 3.57 -0.50  0.2190
H -0.83 1.83 -2.89  0.2441
N 0.67 -0.37 0.80  -0.6472
N 0.03 1.87 0.62  -0.4265
O 0.94 -2.53 1.39  -0.5776
O -0.06 0.55 -1.21  -0.4073

---

Molecular formula: C5H6N2O3
Method: DFT, the ωB97M-V functional and the def2-TZVPD basis

Results
* lowest unoccupied orbital energy (alpha / beta): 0.0194 / -0.0151 Eh
* ΔE to the lowest compared entry with this formula, charge and spin: 488.5 kJ/mol
* electronic energy: -529.1847 a.u.

Each line ends with the natural charge from an NBO analysis.
Positions of all 16 atoms, in Å:
C -1.97 -0.14 0.10  0.4656
C 0.08 0.16 -0.12  0.3030
C 1.41 0.09 -0.46  0.1065
C -3.27 -0.84 0.17  -0.6786
C 3.85 -0.15 0.55  0.3357
N -1.79 1.12 0.29  -0.2842
N -0.50 1.35 0.06  -0.3280
O 2.08 1.21 -0.62  -0.6751
O -0.85 -0.80 -0.20  -0.3903
O 4.46 -1.15 0.32  -0.4789
H 2.00 -0.72 -0.89  0.2101
H -3.69 -1.11 1.22  0.2421
H -3.98 -0.15 -0.21  0.2485
H -3.24 -1.84 -0.31  0.2396
H 3.96 0.92 0.43  0.1571
H 1.46 2.05 -0.31  0.5269

---

Molecular formula: C5H6N2O3S
Method: DFT, the ωB97M-V functional and the def2-TZVPD basis

Results
* lowest unoccupied orbital energy: 0.0074 Eh
* ΔE to the lowest compared entry with this formula, charge and spin: 616.3 kJ/mol
* electronic energy: -927.3486 a.u.

Each line ends with the natural charge from an NBO analysis.
Positions of all 17 atoms, in Å:
C -1.61 -0.51 -0.56  0.6428
C -0.16 -0.76 2.09  -0.4640
C 1.45 0.30 0.24  -0.2161
C 1.03 -0.85 1.24  -0.2985
C -0.66 0.31 -1.07  -0.1024
N 0.77 0.06 -1.00  -0.6152
N -1.17 1.23 -2.03  0.5002
O -0.34 1.93 -2.69  -0.4374
O -2.72 -0.82 -0.36  -0.4528
O -2.40 1.26 -2.16  -0.3954
S -0.31 -1.93 0.68  0.3266
H -0.53 0.19 1.80  0.2258
H -0.24 -1.03 3.10  0.2423
H 1.29 1.34 0.77  0.1861
H 2.46 0.18 -0.07  0.2180
H 1.88 -1.32 1.75  0.2377
H 1.25 0.42 -1.75  0.4024